Below is a structure of composition C33H10F15GeIrN2O4S at a distorted geometry, with properties calculated with ωB97M-V with the def2-TZVPD basis set.

Geometry as XYZ:
```
67
Properties=species:S:1:pos:R:3:forces:R:3:nbo_charge:R:1
Ir 0.357244 1.062094 -0.052471 0.4 2.2 -0.7 1.01
O 3.740862 0.702029 -2.693900 0.1 0.0 0.0 -0.64
C 2.796991 0.819301 -1.772776 0.2 0.0 -0.5 0.79
O 1.625267 0.580057 -2.006381 -0.4 0.1 0.2 -0.57
C 3.295214 1.245436 -0.448670 0.2 0.0 0.2 0.06
C 4.609966 1.467513 -0.078069 -0.1 0.0 -0.1 -0.17
C 4.862562 1.830656 1.239592 0.0 0.0 0.1 -0.17
C 3.815150 1.944162 2.144470 0.1 0.0 0.0 -0.12
C 2.529564 1.714684 1.690712 -0.2 0.0 0.1 0.10
N 2.307950 1.389408 0.428702 -0.4 0.2 0.0 -0.39
C 1.258658 1.834270 2.528099 0.0 0.0 -0.2 0.74
O 1.344691 2.174732 3.681893 -0.1 0.0 0.0 -0.58
O 0.147617 1.558512 1.885060 -0.1 0.0 0.0 -0.65
H 3.332734 0.393902 -3.518744 0.0 0.0 0.0 0.52
H 5.407074 1.365493 -0.799696 0.0 0.0 0.0 0.25
H 5.878558 2.023048 1.555723 0.0 0.0 0.0 0.24
H 3.964375 2.216015 3.180083 0.0 0.0 0.0 0.25
F -2.434359 -4.069197 1.335991 0.0 0.0 0.0 -0.30
C -1.229409 -3.557691 1.606744 0.1 0.1 0.0 0.42
C -0.867102 -2.349100 1.035281 0.1 0.3 0.0 -0.55
C 0.413433 -1.913802 1.307699 -0.4 -0.4 0.1 0.40
F 0.927289 -0.787889 0.726812 0.6 -2.1 0.7 -0.33
C 1.283590 -2.594589 2.135562 0.1 0.1 0.0 0.26
F 2.513413 -2.128345 2.359998 0.0 0.0 0.0 -0.29
C 0.872662 -3.782116 2.714510 0.0 0.0 0.0 0.30
F 1.695338 -4.454520 3.507204 0.0 0.0 0.0 -0.27
C -0.392859 -4.275626 2.442408 0.0 0.0 0.0 0.26
F -0.784664 -5.426053 2.976032 0.0 0.0 0.0 -0.27
Ge -2.166185 -1.461382 -0.163556 -0.2 0.1 -0.3 1.39
S -1.823279 0.606435 -0.732483 -0.2 -0.3 0.1 -0.58
C -3.966706 -1.445540 0.616824 0.1 -0.1 0.1 -0.56
C -5.035573 -1.141198 -0.205881 0.1 0.0 0.0 0.41
F -4.821953 -0.987154 -1.520189 -0.1 0.0 0.0 -0.31
C -6.321519 -0.982600 0.272486 0.0 0.0 0.0 0.25
F -7.329104 -0.701254 -0.551493 0.0 0.0 0.0 -0.28
C -6.555345 -1.115435 1.632096 0.1 0.0 0.0 0.30
F -7.783868 -0.965495 2.113351 0.0 0.0 0.0 -0.28
C -5.504954 -1.397003 2.489192 0.0 0.0 0.0 0.25
F -5.725329 -1.513311 3.797544 0.0 0.0 0.0 -0.28
C -4.231668 -1.549491 1.969215 0.0 0.0 -0.1 0.41
F -3.233272 -1.793583 2.832259 0.0 0.0 0.0 -0.32
C -2.098399 -2.695280 -1.713249 0.0 -0.1 0.1 -0.57
C -0.931981 -2.712256 -2.457256 -0.1 0.0 0.0 0.40
F 0.090104 -1.925642 -2.083389 0.1 0.1 0.0 -0.32
C -0.749684 -3.527369 -3.557083 0.0 0.0 0.0 0.25
F 0.392084 -3.502475 -4.247095 0.0 0.0 0.0 -0.29
C -1.770399 -4.386423 -3.930121 0.0 0.0 0.1 0.30
F -1.618696 -5.182940 -4.981686 0.0 0.0 0.0 -0.28
C -2.941725 -4.422635 -3.193153 0.0 0.0 0.0 0.25
F -3.914778 -5.263547 -3.538123 0.0 0.0 0.0 -0.28
C -3.084278 -3.586394 -2.097639 0.0 0.1 0.0 0.42
F -4.221446 -3.680152 -1.399736 0.0 -0.1 0.0 -0.31
C -0.141866 2.981426 -0.662077 0.3 -0.1 0.0 -0.58
C 1.059097 3.858965 -0.632284 0.0 0.0 0.0 0.01
C 1.442261 4.519536 0.539227 0.0 -0.1 -0.1 -0.23
C 2.674306 5.137826 0.633915 0.0 0.0 0.0 -0.17
C 3.540502 5.134723 -0.459851 -0.2 -0.1 0.0 -0.16
C 3.128238 4.570535 -1.668269 0.0 0.1 0.0 -0.18
C 1.896788 3.950406 -1.750242 0.0 0.0 0.1 -0.24
C 4.862585 5.667453 -0.334601 0.2 0.1 0.0 0.27
N 5.941197 6.052382 -0.230297 0.0 0.0 0.0 -0.32
H -0.546192 2.926690 -1.672934 -0.1 0.0 0.0 0.21
H -0.909121 3.326600 0.029711 0.0 0.0 0.0 0.22
H 0.781782 4.501922 1.398119 0.0 0.0 0.0 0.23
H 2.981652 5.608906 1.558388 0.0 0.0 0.0 0.23
H 3.784559 4.613517 -2.527937 0.0 0.0 0.0 0.23
H 1.580336 3.498840 -2.683542 0.0 0.0 0.0 0.22
```
Forces are in eV/Å.

Computed properties:
LUMO = -1.617 eV
Net charge = 0
Energy above the lowest of the compared OMol25 structures with the same formula, charge and spin = 0.0 kcal per mole
Kohn-Sham gap = 0.247 Ha